Record 1
Computed, not measured: a molecular structure, C17H26IN7O2PtS, with the ωB97M-V functional and the def2-TZVPD basis.

Positions of all 55 atoms, in Å:
Pt1 0.65 1.30 0.59
C1 -1.11 3.70 0.21
C2 -0.14 4.35 1.22
N1 0.74 3.39 1.90
C3 0.39 3.11 3.31
C4 0.44 1.62 3.65
N2 -0.13 0.77 2.59
C5 -1.60 0.76 2.45
C6 -2.13 2.00 1.73
N3 -1.34 2.27 0.51
H1 -0.69 3.73 -0.79
H2 -2.06 4.24 0.19
H3 -0.70 4.93 1.96
H4 0.47 5.07 0.68
H5 1.70 3.68 1.84
H6 -0.59 3.52 3.52
H7 1.08 3.63 3.98
H8 -0.08 1.44 4.60
H9 1.47 1.30 3.78
H10 0.18 -0.19 2.72
H11 -2.08 0.67 3.43
H12 -1.84 -0.13 1.87
H13 -2.08 2.88 2.36
H14 -3.18 1.85 1.48
H15 -1.76 1.82 -0.30
N4 -0.48 -6.94 -2.40
C7 -0.26 -5.76 -1.85
C8 -1.14 -5.28 -0.83
C9 -0.91 -4.07 -0.26
C10 0.18 -3.29 -0.69
C11 1.06 -3.75 -1.69
C12 0.85 -4.97 -2.27
S1 0.53 -1.75 0.16
O1 0.09 -1.96 1.51
O2 1.93 -1.55 -0.11
N5 -0.37 -0.57 -0.44
C13 -0.10 -0.18 -1.76
N6 -0.03 -1.09 -2.72
C14 0.22 -0.63 -3.95
C15 0.39 0.71 -4.22
C16 0.30 1.58 -3.15
N7 0.04 1.14 -1.92
H16 -1.25 -7.53 -2.12
H17 0.13 -7.31 -3.12
H18 -1.98 -5.90 -0.51
H19 -1.54 -3.70 0.54
H20 1.91 -3.14 -1.97
H21 1.52 -5.35 -3.03
H22 0.28 -1.38 -4.74
H23 0.59 1.07 -5.22
H24 0.42 2.65 -3.27
I1 3.69 1.17 1.63
C17 2.62 1.87 -0.03
H25 2.90 1.30 -0.91
H26 2.77 2.94 -0.15

Calculated values
**Energy above the lowest of the compared OMol25 structures with the same formula, charge and spin**: 5.54 kcal per mole
**<S²>**: 6.04
**Kohn-Sham gap (alpha / beta)**: 8.0 / 5.8 eV
**Net charge**: +2
**HOMO level (alpha / beta)**: -13.0 / -14.4 eV
**Multiplicity**: 5
**Maximum force**: 0.7 eV Å⁻¹
**Calculated total energy**: -54741.618 eV

Results of the natural (NBO) charge analysis, in e, for atoms 1 through 8: atom 1 (Pt): 1.21, atom 2 (C): -0.24, atom 3 (C): -0.25, atom 4 (N): -0.63, atom 5 (C): -0.24, atom 6 (C): -0.24, atom 7 (N): -0.63, atom 8 (C): -0.25

***

Record 2
Computed, not measured: a molecular structure, C17H26N2Tc, with the ωB97M-V functional and the def2-TZVPD basis.

Positions of all 46 atoms, in Å:
C1 -0.79 1.01 2.71
C2 -0.69 -0.46 2.84
H1 0.22 1.30 2.85
H2 -1.46 1.40 3.44
H3 -1.02 1.18 1.63
H4 -0.18 -0.75 1.84
H5 0.04 -0.64 3.61
H6 -1.68 -0.83 2.86
C3 0.53 2.66 -1.82
C4 0.76 3.52 -2.90
C5 0.97 2.93 -4.19
C6 0.91 1.55 -4.37
H7 0.34 3.05 -0.78
H8 0.79 4.61 -2.76
H9 1.18 3.57 -5.06
H10 1.02 1.01 -5.33
N1 0.54 1.31 -1.97
C7 0.70 0.73 -3.25
C8 0.61 -0.71 -3.25
N2 0.45 -1.29 -2.00
C9 0.22 -2.61 -1.78
C10 0.46 -2.94 -4.16
C11 0.21 -3.47 -2.87
H11 0.03 -2.93 -0.72
H12 0.01 -4.54 -2.71
C12 0.66 -1.55 -4.37
H13 0.83 -1.05 -5.33
H14 0.50 -3.59 -5.03
Tc1 0.36 0.01 -0.53
C13 -1.81 -0.12 -0.64
H15 -2.13 -1.13 -0.98
H16 -2.26 0.52 -1.40
H17 -2.49 0.03 0.18
C14 2.74 0.12 2.73
C15 3.31 -0.16 1.33
C16 4.11 -1.47 1.43
C17 2.43 -0.09 -0.03
H18 2.17 -0.75 3.11
H19 2.11 1.01 2.79
H20 3.56 0.28 3.46
H21 4.07 0.63 1.18
H22 3.44 -2.32 1.61
H23 4.67 -1.67 0.50
H24 4.85 -1.45 2.25
H25 2.88 0.81 -0.51
H26 2.91 -0.89 -0.62

Calculated values
**<S²>**: 3.81
**Kohn-Sham gap (alpha / beta)**: 5.7 / 2.9 eV
**Net charge**: +2
**HOMO level (alpha / beta)**: -14.3 / -15.0 eV
**Multiplicity**: 4
**Maximum force**: 2.5 eV Å⁻¹
**Calculated total energy**: -23206.676 eV

Results of the natural (NBO) charge analysis, in e, for atoms 1 through 8: atom 1 (C): -0.59, atom 2 (C): -0.52, atom 3 (H): 0.20, atom 4 (H): 0.24, atom 5 (H): 0.16, atom 6 (H): 0.10, atom 7 (H): 0.23, atom 8 (H): 0.23

***

Record 3
Computed, not measured: a molecular structure, C17H26N3O2S4V, with the ωB97M-V functional and the def2-TZVPD basis.

Positions of all 53 atoms, in Å:
V1 -0.52 -0.05 -1.29
N1 -0.87 -1.85 -5.25
C1 -0.46 -1.26 -4.06
S1 -0.62 -2.21 -2.61
N2 0.03 -0.06 -4.19
N3 0.46 0.46 -2.95
C2 1.36 1.37 -3.09
C3 1.99 2.06 -1.98
C4 3.06 2.92 -2.28
C5 3.76 3.60 -1.31
C6 3.40 3.42 0.03
C7 2.35 2.59 0.36
C8 1.62 1.91 -0.63
O1 0.61 1.16 -0.25
H1 -1.58 -2.56 -5.12
H2 -1.06 -1.19 -5.98
H3 1.68 1.60 -4.10
H4 3.34 3.04 -3.33
H5 4.58 4.25 -1.58
H6 3.94 3.94 0.81
H7 2.06 2.44 1.39
C9 2.24 -2.45 3.70
C10 1.98 -2.97 2.28
S2 0.93 -2.03 1.17
C11 -0.73 -2.49 1.68
C12 -1.20 -1.98 3.04
S3 -1.50 -0.22 3.25
C13 0.16 0.51 3.21
C14 1.08 0.04 4.35
S4 2.67 -0.70 3.90
H8 3.08 -3.01 4.11
H9 1.40 -2.66 4.36
H10 1.61 -3.99 2.35
H11 2.94 -3.03 1.76
H12 -0.83 -3.58 1.66
H13 -1.39 -2.09 0.90
H14 -0.55 -2.35 3.84
H15 -2.18 -2.42 3.25
H16 -0.03 1.58 3.30
H17 0.63 0.35 2.24
H18 0.57 -0.67 5.00
H19 1.34 0.89 4.99
C15 -4.30 -0.34 -2.07
C16 -3.57 0.48 -1.00
C17 -3.42 1.93 -1.43
O2 -2.34 -0.09 -0.73
H20 -5.32 0.01 -2.21
H21 -4.32 -1.40 -1.79
H22 -3.77 -0.27 -3.02
H23 -4.18 0.46 -0.08
H24 -2.85 1.99 -2.36
H25 -2.88 2.49 -0.67
H26 -4.39 2.42 -1.59

Calculated values
**Energy above the lowest of the compared OMol25 structures with the same formula, charge and spin**: 0.00 kcal per mole
**<S²>**: 3.77
**Kohn-Sham gap (alpha / beta)**: 5.2 / 6.9 eV
**Net charge**: -1
**HOMO level (alpha / beta)**: -2.8 / -4.5 eV
**Multiplicity**: 4
**Maximum force**: 1.4 eV Å⁻¹
**Calculated total energy**: -95648.017 eV

Results of the natural (NBO) charge analysis, in e, for atoms 1 through 8: atom 1 (V): 1.19, atom 2 (N): -0.82, atom 3 (C): 0.28, atom 4 (S): -0.39, atom 5 (N): -0.46, atom 6 (N): -0.37, atom 7 (C): 0.09, atom 8 (C): -0.21

***

Record 4
Computed, not measured: a single C17H26N4O2 molecule, with the ωB97M-V functional and the def2-TZVPD basis.

Positions of all 49 atoms, in Å:
O1 3.62 2.16 -1.25
C1 2.58 2.33 -0.67
C2 1.51 3.37 -0.98
C3 0.31 2.93 -0.14
C4 0.94 2.12 0.99
N1 2.17 1.63 0.42
C5 3.03 0.68 1.07
C6 2.76 -0.79 0.72
C7 1.55 -1.39 1.44
C8 1.38 -2.86 1.05
N2 1.29 -3.10 -0.37
C9 -0.03 -3.04 -0.95
C10 -0.76 -1.74 -0.82
N3 -1.58 -1.41 0.13
C11 -1.94 -0.13 -0.20
C12 -2.91 0.67 0.59
C13 -4.31 0.12 0.37
C14 -5.48 1.05 0.47
C15 -5.06 0.51 -0.87
N4 -1.37 0.28 -1.29
O2 -0.60 -0.76 -1.71
C16 2.37 -2.47 -1.10
C17 2.58 -0.98 -0.79
H1 1.89 4.34 -0.68
H2 1.30 3.40 -2.05
H3 -0.35 2.30 -0.74
H4 -0.27 3.78 0.23
H5 1.15 2.74 1.87
H6 0.29 1.29 1.31
H7 4.05 0.92 0.75
H8 2.96 0.82 2.16
H9 3.64 -1.36 1.03
H10 0.64 -0.84 1.18
H11 1.68 -1.31 2.52
H12 2.25 -3.42 1.41
H13 0.49 -3.27 1.53
H14 0.06 -3.27 -2.02
H15 -0.64 -3.80 -0.47
H16 -2.85 1.71 0.26
H17 -2.65 0.60 1.65
H18 -4.43 -0.89 0.74
H19 -6.39 0.67 0.91
H20 -5.29 2.09 0.68
H21 -5.68 -0.23 -1.35
H22 -4.57 1.18 -1.56
H23 3.29 -3.01 -0.84
H24 2.20 -2.61 -2.17
H25 3.45 -0.61 -1.32
H26 1.72 -0.41 -1.13

Calculated values
**SMILES**: O=C1CCCN1CC1CCN(Cc2nc(CC3CC3)no2)CC1
**Energy above the lowest of the compared OMol25 structures with the same formula, charge and spin**: 6.44 kcal per mole
**Kohn-Sham gap**: 9.3 eV
**HOMO level**: -8.5 eV
**Multiplicity**: 1
**Maximum force**: 1.1 eV Å⁻¹
**Calculated total energy**: -28105.625 eV

Results of the natural (NBO) charge analysis, in e, for atoms 1 through 8: atom 1 (O): -0.63, atom 2 (C): 0.69, atom 3 (C): -0.50, atom 4 (C): -0.42, atom 5 (C): -0.20, atom 6 (N): -0.44, atom 7 (C): -0.21, atom 8 (C): -0.22